(1)
# C3H9NO

A 2-piece molecular cluster, C3H9NO overall in a non-equilibrium geometry (ωB97M-V/def2-TZVPD, the OMol25 dataset).

Positions of all 14 atoms, in Å:
C  1.86  0.13  -1.11
N  1.78  0.51  0.29
H  1.53  0.99  -1.68
H  2.80  -0.29  -1.36
H  1.05  -0.60  -1.29
H  1.66  1.55  0.29
H  2.72  0.25  0.64
C  -1.81  -1.10  -0.01
C  -2.42  -0.22  0.80
O  -1.73  0.97  1.27
H  -2.38  -2.02  -0.25
H  -0.87  -0.83  -0.53
H  -3.33  -0.52  1.47
H  -0.85  1.20  1.47

Summary:
* lowest unoccupied orbital energy: 0.90 eV
* total energy: -6792.08146 eV
* HOMO energy: -9.1812 eV

(2)
# C3H9NO

A 3-piece molecular cluster, C3H9NO overall in a non-equilibrium geometry (ωB97M-V/def2-TZVPD, the OMol25 dataset).

Positions of all 14 atoms, in Å:
C  0.92  0.46  -1.00
C  0.55  -0.23  0.29
C  1.10  -1.43  0.62
N  -0.28  0.45  1.14
H  1.68  1.21  -0.80
H  1.28  -0.24  -1.74
H  0.04  0.96  -1.36
H  0.91  -1.87  1.60
H  1.82  -1.91  -0.03
H  -1.10  0.71  0.53
H  -0.58  -0.13  1.91
H  -1.65  -0.28  -0.84
H  -1.22  -1.05  -0.73
O  -2.08  0.73  -0.71

Summary:
* lowest unoccupied orbital energy: -2.93 eV
* total energy: -6787.68753 eV
* HOMO energy: -9.0185 eV

(3)
# C3H9NO

A 2-piece molecular cluster, C3H9NO overall in a non-equilibrium geometry (ωB97M-V/def2-TZVPD, the OMol25 dataset).

Positions of all 14 atoms, in Å:
C  -2.34  -0.93  -0.35
N  -3.23  -0.09  -0.04
H  -2.17  -1.33  -1.41
H  -1.48  -0.87  0.35
H  -3.41  -0.13  0.95
H  0.95  1.60  1.32
C  1.74  0.03  0.50
O  1.66  1.44  0.76
C  1.76  -0.43  -0.98
H  0.82  -0.53  0.97
H  2.65  -0.34  1.08
H  0.85  0.20  -1.45
H  1.41  -1.42  -1.11
H  2.70  -0.17  -1.52

Summary:
* lowest unoccupied orbital energy: 0.77 eV
* total energy: -6791.89497 eV
* HOMO energy: -9.6450 eV

no.,Kohn-Sham gap (eV)
1,10.0817
2,6.0844
3,10.4155